Entry from the OMol25 dataset: 5 unconnected molecules or ions with the total composition C48H51FN2O12 in a non-equilibrium geometry (the ωB97M-V functional and the def2-TZVPD basis).

Each line ends with the Löwdin charge.
Atoms and positions in Å:
C -4.215678 -3.006709 2.865057  -0.065
C -3.206429 -2.976922 1.722610  -0.271
O -1.936068 -2.551972 2.186721  -0.187
C -0.889204 -3.012363 1.356417  -0.171
C 0.457381 -2.301634 1.682034  -0.128
O 0.475347 -1.706832 2.966019  -0.027
C 0.043247 -0.376994 3.033823  -0.278
C -0.672350 -0.311664 4.451421  -0.028
C 0.119323 -1.045761 5.525742  -0.154
C 1.123901 -0.392301 6.235612  -0.046
C 1.895977 -1.013227 7.195297  -0.088
C 1.693398 -2.353906 7.497452  -0.081
C 0.675526 -3.010055 6.830792  -0.048
C -0.107704 -2.386150 5.863526  -0.210
C -1.186377 -3.232993 5.227760  -0.038
C 1.087469 0.771012 3.160413  -0.389
O 2.158528 0.789561 3.715190  0.112
N 0.604324 1.885780 2.452842  0.141
C -0.055542 1.298579 1.240185  -0.317
C 1.146364 0.894671 0.346880  -0.110
C 0.803745 0.625982 -1.138309  -0.145
C 2.172878 0.335716 -1.854365  -0.409
C 2.238655 0.800387 -3.325046  -0.070
C 2.612439 -1.127520 -1.695965  -0.073
C -0.791594 2.480162 0.545628  -0.306
C -2.026714 2.065658 -0.270310  -0.011
F -1.121454 3.479634 1.441392  0.000
C -0.883023 0.206286 1.926981  -0.110
N -1.998240 0.991810 2.593629  0.176
C -3.111471 0.554965 2.359142  -0.302
O -4.146088 0.261410 1.884758  0.161
H -4.125566 -2.091585 3.456449  0.068
H -4.030262 -3.859707 3.525944  0.077
H -5.231094 -3.118658 2.477351  0.081
H -3.104589 -3.972405 1.266811  0.120
H -3.593183 -2.279055 0.962338  0.114
H -1.171204 -2.870980 0.299909  0.125
H -0.770623 -4.091841 1.536540  0.125
H 1.202121 -3.104294 1.726792  0.135
H 0.775585 -1.646631 0.866558  0.090
H -1.651810 -0.776487 4.332748  0.101
H -0.820813 0.718439 4.779457  0.131
H 1.330532 0.650809 6.014247  0.108
H 2.682596 -0.445348 7.685223  0.098
H 2.321683 -2.845853 8.238496  0.070
H 0.495246 -4.056475 7.068569  0.112
H -0.818740 -3.816543 4.376543  0.084
H -2.039644 -2.649040 4.885895  0.053
H -1.556425 -3.971707 5.948926  0.080
H 1.312228 2.579912 2.259032  0.147
H 1.700893 0.025434 0.710081  0.109
H 1.829627 1.751107 0.349803  0.133
H 0.230132 -0.308553 -1.233254  0.114
H 0.324123 1.471098 -1.633000  0.090
H 2.912897 0.945691 -1.316056  0.127
H 2.238637 1.885784 -3.335846  0.044
H 1.455593 0.347630 -3.939498  0.063
H 3.217579 0.482874 -3.706770  0.080
H 3.643036 -1.205668 -2.060960  0.080
H 1.977712 -1.827712 -2.247396  0.081
H 2.658969 -1.383309 -0.631220  0.065
H -0.091933 2.937236 -0.163510  0.139
H -2.925450 2.364925 0.280334  0.085
H -2.080726 0.989440 -0.449949  0.081
H -2.071409 2.615894 -1.213900  0.074
H -1.431270 -0.453774 1.254904  0.141
O 4.738122 6.045483 -7.616336  0.110
C 4.556484 5.408848 -6.601761  -0.387
C 5.693458 4.851115 -5.827685  0.022
C 5.492837 4.150129 -4.714932  0.024
C 4.125110 3.898256 -4.200164  -0.375
O 3.940985 3.260518 -3.185024  0.088
C 2.987565 4.454907 -4.973056  0.025
C 3.187933 5.155772 -6.085864  0.023
H 6.683550 5.046724 -6.219165  0.123
H 6.308065 3.734384 -4.136495  0.123
H 1.996691 4.258959 -4.581235  0.120
H 2.372442 5.571208 -6.664064  0.123
O -0.917448 2.282609 -3.842064  0.091
C -1.557336 1.645506 -4.652069  -0.376
C -1.465546 0.164977 -4.708700  0.023
C -2.164565 -0.535541 -5.597406  0.029
C -3.065430 0.135174 -6.565920  -0.364
O -3.705899 -0.499911 -7.376783  0.093
C -3.158404 1.614191 -6.510627  0.034
C -2.458701 2.314134 -5.621328  0.028
H -0.803295 -0.303983 -3.991754  0.109
H -2.111886 -1.615339 -5.656439  0.124
H -3.820945 2.081692 -7.229509  0.118
H -2.511746 3.393824 -5.562899  0.124
O 5.051782 -0.528575 13.705389  0.107
C 4.491299 -1.218460 12.881726  -0.387
C 4.706728 -2.686385 12.832210  0.021
C 4.093236 -3.443663 11.926847  0.023
C 3.167169 -2.853018 10.930292  -0.368
O 2.605104 -3.542055 10.104834  0.087
C 2.950668 -1.386212 10.978441  0.028
C 3.564455 -0.628944 11.884023  0.025
H 5.385475 -3.097803 13.568382  0.122
H 4.237181 -4.515308 11.873299  0.122
H 2.270979 -0.975391 10.241605  0.115
H 3.420023 0.442596 11.937047  0.123
O -4.495965 2.117525 -10.009805  0.095
C -4.647332 1.230231 -10.825448  -0.377
C -4.930923 1.535889 -12.249134  0.018
C -5.098208 0.563927 -13.141784  0.020
C -5.006580 -0.866105 -12.751784  -0.388
O -5.157423 -1.749581 -13.568002  0.106
C -4.722970 -1.169166 -11.328013  0.026
C -4.555698 -0.196974 -10.434247  0.027
H -4.993077 2.583837 -12.514189  0.120
H -5.306489 0.764677 -14.185023  0.121
H -4.660500 -2.216795 -11.062464  0.123
H -4.348207 -0.395313 -9.390927  0.086

Cartesian forces, eV/Å:
C 0.5 -0.3 0.1
C -0.5 -0.1 0.0
O 0.0 0.3 0.0
C 0.0 0.0 0.2
C 0.0 -1.0 0.0
O 0.3 0.4 -1.3
C -1.0 0.9 2.0
C 0.4 -0.5 0.2
C 0.1 -0.3 0.1
C -0.1 0.7 -0.2
C 0.2 -0.1 0.1
C 0.3 0.4 -0.1
C 0.2 -0.3 0.2
C -0.4 -0.3 -0.3
C -0.1 -0.2 0.1
C 1.1 0.8 -1.1
O -0.2 -0.6 0.4
N -0.5 -1.8 0.2
C 1.4 1.8 0.7
C -1.3 -0.2 -1.3
C 1.6 -0.8 -0.1
C -0.3 0.2 -0.1
C 0.4 -0.6 0.8
C 0.4 0.6 0.2
C -0.3 -0.7 -0.9
C -0.3 0.5 0.4
F -0.2 -0.1 0.0
C -0.9 1.0 0.0
N -0.5 -1.0 0.2
C 0.0 0.6 -1.7
O 0.2 0.0 1.1
H -0.2 -0.1 -0.1
H 0.1 0.2 0.0
H 0.1 0.2 0.0
H -0.1 0.1 0.0
H 0.3 -0.1 -0.1
H 0.2 0.0 0.1
H 0.0 0.1 -0.2
H 0.0 0.2 0.0
H -0.2 0.2 0.2
H 0.1 0.1 0.0
H 0.0 0.0 -0.3
H -0.1 -0.1 0.0
H -0.1 -0.1 0.0
H -0.4 0.1 -0.4
H -0.1 0.1 -0.1
H 0.0 0.3 0.0
H 0.1 -0.1 0.0
H 0.0 0.2 0.0
H 0.0 0.0 0.2
H -0.1 0.3 0.3
H 0.0 -0.1 0.2
H -0.4 0.4 0.0
H -0.2 -0.2 0.1
H 0.0 -0.1 -0.2
H -0.4 -0.1 -0.3
H 0.0 0.2 0.0
H -0.2 0.1 -0.2
H -0.2 -0.2 -0.1
H 0.0 0.1 0.1
H -0.2 -0.2 -0.2
H 0.2 0.0 0.3
H 0.1 -0.2 0.0
H 0.1 0.1 -0.1
H 0.1 -0.3 0.0
H 0.9 -0.5 0.0
O 0.0 0.0 0.0
C 0.0 0.0 -0.1
C 0.0 0.0 0.1
C 0.1 0.0 -0.1
C 0.0 0.0 0.0
O 0.2 0.2 0.0
C 0.0 0.0 0.0
C -0.1 0.0 0.1
H 0.0 0.0 0.0
H 0.0 0.0 0.0
H 0.0 0.0 0.0
H 0.0 0.0 0.0
O 0.0 0.0 0.0
C 0.0 0.0 0.0
C 0.0 -0.1 0.0
C 0.0 0.0 0.0
C 0.0 0.1 0.0
O 0.1 -0.1 0.1
C 0.0 0.1 0.0
C 0.0 0.0 0.0
H 0.0 0.0 0.0
H 0.0 0.0 0.0
H 0.0 -0.1 -0.1
H 0.0 0.0 0.0
O 0.0 0.0 0.0
C 0.0 0.0 0.0
C 0.0 -0.1 0.0
C 0.1 0.0 0.1
C 0.0 0.0 0.0
O 0.2 -0.2 0.5
C 0.0 0.1 0.0
C 0.0 0.0 -0.1
H 0.0 0.0 0.0
H 0.0 0.0 0.0
H 0.0 0.0 0.0
H 0.0 0.0 0.0
O 0.0 0.0 0.0
C 0.0 0.0 0.0
C 0.0 0.0 -0.1
C 0.0 0.1 0.0
C 0.0 -0.1 0.0
O 0.0 0.0 0.0
C 0.0 0.1 0.0
C 0.0 -0.1 0.0
H 0.0 0.0 0.0
H 0.0 0.0 0.0
H 0.0 0.0 0.0
H 0.0 0.1 0.0

E_HOMO	-8.33	eV
structure (SMILES)	CCOCCO[C@@]1(Cc2ccccc2C)C(=O)N[C@](CCC(C)C)([C@@H](C)F)[C@@H]1N=C=O.O=C1C=CC(=O)C=C1.O=C1C=CC(=O)C=C1.O=C1C=CC(=O)C=C1.O=C1C=CC(=O)C=C1
HOMO-LUMO gap	6.4	eV
F_max	2.4	eV/Å
ΔE to the lowest compared entry with this formula, charge and spin	38.65	kJ/mol
E	-80864.99341	eV

Entry from the OMol25 dataset: 2 unconnected molecules or ions with the total composition C3H10O5P2 in a non-equilibrium geometry (the ωB97M-V functional and the def2-TZVPD basis).

Each line ends with the natural charge from an NBO analysis.
Atoms and positions in Å:
C 1.609980 0.598566 -0.169036  -0.399
C 2.837853 -0.142583 0.192525  -0.653
C 1.523274 1.623477 -1.251526  -0.648
O -2.890636 -0.475459 1.598088  -0.999
O -3.614567 1.355136 0.254456  -0.987
O -1.021956 -3.028109 -0.607937  -0.919
O -0.186868 -1.107994 1.324241  -1.129
O -1.210838 0.658150 0.015779  -1.117
P -2.448036 0.986802 1.248963  1.618
P 0.068489 -0.192319 0.179057  1.942
H 3.529048 0.632627 -0.035251  0.222
H 3.057454 -0.987426 -0.361117  0.231
H 2.906570 -0.375399 1.246046  0.231
H 0.540271 1.948782 -1.288495  0.230
H 1.995600 2.454096 -0.791564  0.224
H 1.974104 1.373234 -2.323819  0.213
H -1.945019 -2.709514 -0.875545  0.458
H -3.909060 0.560295 -0.229248  0.503
H -0.769366 -2.387085 -0.049707  0.459
H -2.046297 -0.785277 1.924088  0.520

Cartesian forces, eV/Å:
C -3.8 -2.2 -0.1
C -0.5 1.8 1.0
C 2.1 -1.3 -1.3
O -0.6 -0.7 0.0
O -0.7 -0.1 -0.7
O -3.8 -2.8 -4.2
O 0.5 -0.6 0.2
O -1.4 1.1 -0.7
P 1.1 2.1 -0.5
P 2.6 1.1 1.0
H 1.5 0.3 0.0
H 0.4 -1.7 -1.3
H -0.1 -0.1 0.3
H -2.0 0.5 -0.8
H 1.1 1.2 -0.1
H -0.9 0.5 2.4
H 1.9 -1.0 0.4
H -0.1 0.4 0.0
H 1.7 3.3 3.8
H 0.9 -1.7 0.7

E_HOMO (alpha / beta)	-8.51 / -8.51	eV
HOMO-LUMO gap (alpha / beta)	8.0 / 8.0	eV
F_max	6.3	eV/Å
ΔE to the lowest compared entry with this formula, charge and spin	240.61	kJ/mol
E	-32088.84045	eV

Entry from the OMol25 dataset: a molecular structure, C26H62As3N2O2Si3Tl in a non-equilibrium geometry (the ωB97M-V functional and the def2-TZVPD basis).

Each line ends with the Löwdin charge.
Atoms and positions in Å:
Tl -1.084152 -0.571418 -2.619396  0.760
C 3.007178 -0.745807 -2.908439  -0.340
As 1.859160 0.441779 -1.821130  1.029
C 2.525093 -0.192457 -0.024082  -0.281
C 2.985867 2.067784 -2.165872  -0.356
C 2.653168 3.455598 -1.543727  -0.689
C 3.768070 4.418552 -2.088920  -0.112
C 1.294873 3.989344 -2.066804  -0.355
As -0.352553 2.884695 -1.796528  1.079
C -1.617150 4.443446 -1.718848  -0.302
C -0.667020 2.533034 -3.777055  -0.376
C 2.684724 3.343293 -0.010780  -0.387
As 3.163171 5.040674 0.946980  1.141
C 3.070973 4.249143 2.802015  -0.340
C 1.382366 5.961543 1.071363  -0.341
H 4.056006 -0.706704 -2.596050  0.027
H 2.945005 -0.465912 -3.985905  0.029
H 2.629766 -1.780469 -2.825549  0.012
H 3.400888 0.350332 0.371353  0.027
H 2.759653 -1.275154 -0.084814  0.030
H 1.688293 -0.083771 0.682454  -0.016
H 3.047469 2.161946 -3.268796  0.078
H 3.995268 1.785478 -1.843113  0.076
H 3.851172 4.307000 -3.184418  0.080
H 4.760497 4.160840 -1.647061  0.087
H 3.565356 5.479152 -1.864629  0.058
H 1.388967 4.147807 -3.158640  0.075
H 1.088157 4.982536 -1.615710  0.063
H -1.439060 5.112400 -2.576574  0.025
H -2.644572 4.070780 -1.782538  0.012
H -1.487438 5.000910 -0.781308  0.015
H -0.552448 3.485897 -4.313430  0.020
H -1.697966 2.187636 -3.964995  -0.003
H 0.045583 1.809632 -4.189528  -0.016
H 3.506193 2.659948 0.254291  0.059
H 1.747383 2.890429 0.378168  0.056
H 3.842439 3.474750 2.930345  0.019
H 2.085604 3.830314 3.040114  -0.003
H 3.278456 5.062208 3.515804  0.012
H 1.297594 6.646126 0.217456  0.000
H 1.363161 6.560815 2.000139  0.021
H 0.527735 5.258222 1.059615  0.005
C -3.813489 0.708182 -1.460245  -0.206
O -2.637995 0.357989 -0.719458  -0.529
Si -2.841699 -0.269930 0.902229  0.307
C -3.865606 -1.820137 0.598447  -0.170
C -3.964134 1.019239 1.653714  -0.179
C -1.291863 -0.485402 1.875566  -0.430
Si -0.936615 -2.168212 2.519517  0.309
C 0.684255 -2.396131 3.481223  -0.205
C -0.825138 -3.563096 1.295162  -0.219
C -2.210202 -2.713402 3.808026  -0.196
Si -0.572710 0.939275 2.767121  0.329
C -0.958164 2.615760 1.980153  -0.193
C 1.276935 1.007143 3.163281  -0.196
C -1.361813 0.982224 4.497208  -0.201
H -4.511894 1.289670 -0.805292  0.083
H -4.343578 -0.192236 -1.819424  0.080
H -3.544905 1.336206 -2.326398  0.059
H -4.922690 -1.525444 0.396016  0.038
H -3.888998 -2.504959 1.456473  0.014
H -3.517621 -2.381994 -0.290994  0.028
H -5.028305 0.730502 1.489451  0.037
H -3.847357 1.989901 1.147070  0.024
H -3.812194 1.171134 2.736143  0.027
H 1.586046 -2.230134 2.876391  0.016
H 0.707735 -3.476749 3.761766  0.033
H 0.742843 -1.808582 4.418046  0.029
H -0.013851 -3.349806 0.572208  0.023
H -1.734359 -3.710133 0.698310  0.016
H -0.579510 -4.508806 1.810922  0.032
H -2.012542 -2.215098 4.772905  0.026
H -2.118314 -3.808294 3.973190  0.027
H -3.267250 -2.553719 3.546200  0.013
H -0.707002 2.638682 0.911056  -0.045
H -0.353324 3.389412 2.499505  0.021
H -2.023562 2.908400 2.086956  0.027
H 1.841277 1.555225 2.377118  -0.004
H 1.763852 0.030676 3.341987  0.011
H 1.390782 1.601192 4.097171  0.038
H -2.445064 0.775105 4.527908  0.019
H -1.207714 2.006347 4.902543  0.025
H -0.846916 0.293253 5.190850  0.023
N -0.610519 -3.065050 -2.266081  0.056
C -0.365098 -4.200398 -2.266719  -0.243
N -0.016716 -5.479345 -2.252577  -0.079
C -0.092352 -6.332992 -1.027619  -0.090
C -0.853779 -7.629742 -1.327711  -0.165
O -0.246031 -8.308494 -2.450437  -0.147
C -0.306214 -7.498872 -3.649362  -0.176
C 0.460309 -6.191555 -3.464685  -0.109
H -0.560325 -5.750150 -0.221787  0.103
H 0.949706 -6.552727 -0.731535  0.137
H -1.917582 -7.398327 -1.546947  0.132
H -0.817364 -8.329645 -0.483114  0.131
H -1.363318 -7.310019 -3.928338  0.130
H 0.144309 -8.111543 -4.450565  0.132
H 0.337678 -5.535379 -4.338061  0.132
H 1.547022 -6.401388 -3.349931  0.137

Cartesian forces, eV/Å:
Tl -0.2 0.5 0.2
C -0.2 -0.1 -0.7
As 1.2 -0.3 0.6
C -0.4 -0.1 -0.1
C 0.0 0.1 -0.2
C 0.0 -0.1 -0.6
C 0.2 -0.4 0.3
C 0.2 0.4 -0.2
As -0.4 0.6 -0.8
C 0.3 -0.2 -0.3
C -0.2 0.5 0.3
C 0.0 0.1 0.1
As -0.8 -0.5 1.0
C 0.2 0.3 -0.2
C 0.1 -0.1 -0.2
H -0.2 0.0 0.0
H 0.0 -0.1 0.7
H 0.2 0.4 0.1
H -0.3 -0.2 -0.4
H -0.1 0.6 -0.1
H 0.3 0.0 -0.2
H -0.2 -0.1 0.4
H -0.1 0.0 0.0
H -0.1 0.1 0.4
H -0.7 0.2 -0.3
H 0.0 -0.4 0.0
H -0.1 0.0 0.4
H 0.1 -0.5 -0.2
H 0.0 -0.2 0.3
H 0.2 0.0 0.1
H 0.0 -0.2 -0.2
H 0.1 -0.2 0.1
H 0.4 0.0 0.2
H -0.1 0.1 0.2
H -0.2 0.2 0.1
H 0.4 0.3 -0.1
H -0.3 0.2 -0.1
H 0.2 0.1 -0.2
H 0.0 -0.3 -0.3
H -0.1 -0.1 0.2
H 0.0 -0.3 -0.4
H 0.5 0.3 0.1
C -0.3 0.2 0.7
O -0.3 -0.1 -0.4
Si 1.7 0.0 1.0
C -0.7 -0.2 -0.4
C -1.2 0.4 0.0
C -0.3 -0.4 -1.3
Si -0.3 1.2 0.5
C 0.1 -0.5 0.3
C 0.3 -0.6 -1.0
C -0.3 -0.8 0.3
Si -1.0 -0.7 0.2
C -0.1 0.6 0.2
C 0.6 0.3 0.0
C 0.2 0.7 0.5
H 0.5 -0.4 -0.7
H 0.1 0.3 0.1
H 0.0 -0.2 0.3
H 0.6 -0.2 0.1
H 0.1 0.2 -0.2
H -0.1 0.2 0.4
H 0.5 0.2 0.2
H 0.1 -0.2 0.2
H 0.0 -0.1 -0.5
H -0.2 0.1 0.1
H 0.0 0.6 0.0
H 0.0 -0.2 -0.5
H -0.2 -0.1 0.3
H 0.1 0.0 0.2
H -0.1 0.3 -0.1
H -0.1 -0.1 -0.3
H 0.0 0.4 0.1
H 0.3 0.2 0.0
H 0.0 0.0 0.2
H -0.3 -0.3 -0.3
H 0.6 -0.2 0.0
H -0.2 -0.4 0.4
H -0.3 0.5 -0.2
H -0.1 -0.3 -0.5
H 0.5 0.0 -0.1
H -0.1 -0.4 0.0
H -0.2 0.1 -0.3
N 0.1 -0.9 0.1
C 0.4 -0.5 0.1
N -0.4 -0.4 0.0
C 0.2 0.4 0.0
C 0.2 0.2 -0.7
O -0.4 0.9 -0.2
C -0.1 -0.6 0.4
C 0.3 0.3 0.0
H 0.1 -0.2 -0.3
H -0.4 0.0 -0.1
H 0.4 -0.1 0.0
H 0.1 0.3 -0.2
H 0.4 0.0 0.2
H -0.1 0.4 0.4
H 0.0 -0.2 0.3
H -0.6 0.1 0.0

E_HOMO	-5.86	eV
HOMO-LUMO gap	5.7	eV
F_max	2.0	eV/Å
ΔE to the lowest compared entry with this formula, charge and spin	0.00	kJ/mol
E	-245885.46344	eV